(1)
A structure of composition C34H28F6MnN5O4S2, computed with the ωB97M-V functional and the def2-TZVPD basis.

Structure (XYZ):
```
80
Properties=species:S:1:pos:R:3:forces:R:3:mulliken_spin:R:1
C -1.8011 0.7884 -1.9965 -1.307 -0.970 1.962 -0.0080
H -6.8533 0.0830 0.6646 -0.095 -0.042 0.023 0.0000
H 1.9887 -0.7724 4.9415 -0.002 -0.003 0.057 0.0001
C 0.8796 2.8176 4.3681 0.513 0.312 -0.601 -0.0006
H 2.8114 -2.6358 -0.3052 0.142 0.028 -0.123 -0.0005
H -1.2271 1.7771 -4.4590 0.005 0.094 -0.231 -0.0007
H -4.6317 -2.5237 4.0569 -0.077 -0.055 0.141 0.0000
C -3.1310 0.1301 -0.3086 -1.381 0.108 -0.028 0.0018
C -4.2319 -1.9839 3.2023 -0.124 0.160 -0.113 0.0007
C 0.8978 1.4265 -4.4797 -0.211 0.199 -0.391 0.0028
C -0.3660 1.3874 -3.9311 -0.243 -0.047 0.419 -0.0032
C -1.1368 1.5339 2.6975 0.150 0.365 -0.533 -0.0017
C -1.1700 3.0265 3.1404 0.111 -0.489 -0.680 -0.0006
C -1.1804 2.9958 5.5767 0.964 -0.519 0.758 -0.0001
O -0.6460 1.3132 1.5711 -0.653 1.039 0.612 0.0047
C 1.9767 0.9101 -3.7769 -0.076 -0.397 0.689 -0.0031
H -6.2847 -0.5719 4.3593 -0.050 -0.048 0.148 0.0000
S 2.4789 0.4842 0.7578 -0.920 -0.577 0.034 -0.0129
H -0.5674 -0.6865 2.9137 0.143 0.052 -0.236 0.0009
C -4.8702 -0.5360 1.2298 0.114 -0.015 0.006 -0.0013
F -1.3389 2.5648 7.8676 0.340 0.001 -0.221 0.0000
N -1.8639 0.2094 -0.7768 1.181 1.181 -1.718 -0.0046
H -5.0314 0.5195 3.7547 0.070 0.112 0.063 0.0002
F 0.7981 2.8002 -0.1927 0.366 0.451 0.114 0.0008
H 1.9310 -4.1291 0.0301 -0.025 -0.071 -0.056 -0.0001
H -2.1993 3.3632 3.2641 0.070 0.002 0.077 0.0009
H 1.1413 -2.7935 -0.8539 0.000 -0.034 -0.082 0.0005
H -6.7657 -2.7422 3.0901 -0.046 -0.037 0.086 0.0000
C 0.5576 0.3528 -1.8775 -1.239 0.288 0.366 -0.0387
H 1.0459 1.8614 -5.4582 -0.001 0.022 -0.097 0.0000
H -3.7823 -2.7053 2.5262 0.104 -0.148 -0.079 0.0000
C -4.1113 0.6886 -1.1564 0.681 -0.031 -0.102 -0.0001
O 1.4550 1.9587 7.7951 -0.474 0.229 -0.282 -0.0001
C 1.3654 -2.4591 1.2221 -0.375 0.185 0.262 -0.0013
H 2.9714 0.9356 -4.2008 0.053 0.006 -0.120 -0.0003
C -5.4423 0.6790 -0.8038 -0.391 -0.080 0.298 -0.0011
C -0.5847 2.6387 6.7445 -1.456 0.463 -0.421 -0.0002
N 0.3156 -1.6371 1.2813 -0.371 0.305 -0.487 0.0048
H 1.5200 -2.4208 5.3710 -0.035 0.003 0.069 0.0000
C -3.5320 -0.4857 0.8829 0.245 0.167 -0.198 -0.0028
H 2.6644 -0.0257 -1.9925 -0.018 0.081 0.145 -0.0014
H 0.2798 -1.1590 5.1567 -0.007 -0.024 0.108 0.0001
O -1.5194 0.6750 3.4978 -0.377 -0.216 0.819 0.0106
N 0.1802 -1.3097 2.5804 0.243 -0.285 0.239 0.0010
C -5.3531 -1.2096 2.5069 -0.019 -0.092 0.175 0.0011
C 2.8562 2.1484 0.8009 0.285 0.608 -0.062 -0.0081
F 4.9576 1.6464 1.7705 0.039 0.194 0.042 0.0005
H -7.3705 -1.6970 1.8091 -0.114 0.040 -0.063 0.0000
F 5.6281 4.2608 1.9125 -0.052 0.071 0.016 0.0000
O 1.5260 2.8660 3.3417 -0.242 -0.056 0.426 0.0008
H -6.1552 -2.9202 1.4421 0.008 -0.094 -0.071 0.0000
C 1.7941 0.3688 -2.5021 0.590 0.148 -0.911 -0.0194
H -0.6489 3.6365 2.3996 -0.130 -0.098 0.137 0.0000
C 2.3203 4.5007 0.4380 0.154 -0.075 0.014 0.0007
H -2.7525 -0.9017 1.4995 0.041 -0.100 0.123 0.0047
C -6.4848 -2.1998 2.1883 0.149 0.155 0.015 -0.0001
C -5.8090 0.0743 0.3898 0.006 0.206 -0.400 -0.0003
C 3.5487 4.8827 0.9691 -0.063 -0.301 0.041 0.0031
H 2.4339 2.3086 5.5566 -0.116 0.026 -0.029 0.0001
C 0.8128 2.3326 6.8306 1.123 -0.211 -0.305 0.0000
N 1.4442 2.5229 5.5821 0.006 -0.239 0.832 -0.0001
C -5.8601 -0.1221 3.4639 0.049 -0.138 -0.104 -0.0004
N -0.4734 3.0916 4.4071 -0.477 0.226 0.594 0.0000
C -0.5470 0.8627 -2.6433 1.812 -0.066 -0.653 0.0006
F 3.8894 6.1842 1.0467 -0.066 -0.091 -0.019 0.0001
S -3.3618 1.3222 -2.6089 0.394 -0.385 0.522 -0.0030
C 4.0880 2.5687 1.3313 -0.474 0.132 -0.294 0.0022
C 1.8366 -3.0479 -0.0569 -0.067 0.220 -0.054 -0.0010
C 1.1300 -1.8675 3.3462 -0.050 -0.082 -0.347 -0.0008
H 2.7764 -3.2096 2.7548 0.192 -0.138 0.102 0.0001
C 1.2314 -1.5450 4.7932 0.055 0.044 -0.018 -0.0003
C 1.9098 -2.6349 2.5002 -0.174 0.092 0.170 0.0000
H -6.1850 1.1327 -1.4440 -0.096 0.013 -0.027 -0.0001
Mn 0.0589 0.3897 0.0675 1.659 -1.579 -0.563 1.0665
C 1.9988 3.1596 0.3460 0.198 -0.477 0.068 0.0077
H -6.6214 0.4944 2.9911 -0.110 0.059 -0.023 0.0000
C 4.4323 3.9012 1.4150 -0.187 0.146 -0.137 -0.0010
H -3.4600 -1.3099 3.5591 0.217 0.090 0.050 0.0001
H -2.2352 3.2039 5.5232 -0.124 -0.040 0.022 -0.0001
F 1.4591 5.4376 0.0063 0.045 0.027 0.031 -0.0001
```
Positions in Å, forces in eV/Å.

## Properties
- charge = -1
- orbital gap (alpha / beta) (eV) = 6.55 / 6.55
- expectation value of S² = 0.78
- spin multiplicity = 2
- E_tot (eV) = -120651.8947
- maximum force (eV Å⁻¹) = 2.55

***

(2)
A structure of composition C34H28N10O6PbS3, computed with the ωB97M-V functional and the def2-TZVPD basis.

Structure (XYZ):
```
82
Properties=species:S:1:pos:R:3:forces:R:3:mulliken_charge:R:1
C -2.1687 -2.9993 -1.3435 -0.012 0.035 0.003 -0.8746
O -4.1867 -2.8002 2.2222 0.049 0.056 0.017 -0.6110
H 3.9686 -0.3261 -4.1689 -0.005 -0.004 -0.003 0.5462
N -1.7368 -0.7034 -0.8704 0.031 0.136 -0.062 0.7338
H -2.1701 2.6865 2.0865 -0.006 0.008 0.008 0.1027
N -1.0770 2.3451 -2.2570 0.089 0.064 0.090 0.6864
S 0.8264 -3.5845 3.2401 -0.154 -0.120 -0.481 1.2959
S -0.2531 6.1008 0.8317 0.005 0.008 -0.029 -0.1681
H -4.3599 2.1260 3.0783 0.001 0.002 0.000 0.4918
H -3.0597 -4.0969 4.0364 0.027 -0.008 0.012 0.2858
C -3.6321 1.3477 2.8960 -0.003 0.009 -0.006 -1.0517
C 2.1110 -3.1876 -1.9879 -0.020 -0.004 -0.008 -1.0831
C -3.5069 -2.8248 -1.0272 0.018 -0.007 0.029 -0.7912
C -2.9406 -0.9410 2.9106 -0.011 0.066 -0.039 -0.2256
C 2.6129 0.4336 -2.6842 0.053 -0.036 -0.009 0.2937
Pb 0.0307 1.1773 -0.3919 -0.113 -0.451 -0.019 1.9343
C -1.5108 1.8712 -3.4104 0.036 -0.110 0.018 0.0849
C -1.9791 4.2474 -3.2144 0.003 -0.019 -0.009 -0.3490
C 1.7851 0.2833 3.2497 -0.069 -0.097 0.077 -0.0764
H -4.8861 -0.2809 3.5302 -0.004 -0.001 -0.005 0.5420
C 2.7142 -2.0704 2.0048 -0.044 -0.117 -0.093 -0.8852
C -3.0262 -0.5434 -0.5712 -0.016 0.026 0.029 -0.5644
C 1.7601 -2.1164 3.0526 0.070 0.295 0.226 -0.3176
N 2.7297 1.4654 1.3781 0.780 0.381 0.238 -0.2490
C -3.9152 0.0203 3.1578 -0.011 -0.032 -0.033 -0.5264
H -2.3080 5.2627 -3.3584 0.003 0.001 0.003 0.4849
H -1.8082 -3.9645 -1.6683 0.009 -0.005 0.011 0.5231
H -0.9255 -1.2539 2.2372 -0.109 0.034 -0.067 0.8584
C -0.0678 4.4153 1.1069 0.001 -0.069 0.051 -0.1258
O 2.5268 -6.4776 -1.9437 0.145 0.070 -0.032 -0.3839
H 3.4468 1.4594 0.6653 -0.062 0.053 -0.078 0.2319
C -0.8359 5.7645 -0.7559 -0.003 0.000 0.027 -0.3164
C -2.3944 1.6597 2.3599 0.021 0.024 -0.042 -0.0997
H 2.6333 2.3622 1.8378 -0.245 -0.034 0.076 0.2564
C 3.5535 -5.9467 -2.0345 -0.033 0.006 0.044 0.8466
H 0.3335 -4.1755 -1.2918 -0.011 0.013 0.035 0.4255
H 3.9313 3.9119 -3.5127 -0.001 0.001 -0.002 0.4814
H 3.0394 -3.0085 1.5732 0.039 0.017 -0.002 0.6183
C 3.1197 -0.8684 1.5259 0.071 -0.093 -0.016 -0.2843
C 3.5807 2.9126 -3.2980 -0.007 -0.007 0.024 -0.8344
C 2.5989 0.3241 2.0906 -0.352 -0.026 -0.386 0.3384
H -1.6572 0.2897 -4.7019 -0.004 0.005 -0.006 0.2535
S -2.2822 3.0434 -4.4115 -0.014 0.021 0.000 -0.1684
N -1.4362 0.7560 2.1279 -0.160 0.156 0.078 0.3866
N 0.4200 3.8780 2.2749 0.073 -0.022 -0.041 -0.2801
O 1.6500 -4.7167 2.9581 0.000 0.016 0.110 -0.6982
H -1.9774 -2.8343 4.4744 -0.006 -0.084 0.009 0.1934
H 1.4525 1.2083 3.7034 0.034 -0.015 0.027 0.4739
C 0.1324 -2.0291 -1.6078 -0.067 0.014 0.086 1.2676
N -2.8321 -3.1142 4.0159 0.110 0.032 -0.090 -0.2331
C 0.8060 -3.2536 -1.6015 0.038 -0.030 0.003 -0.9329
C 2.7850 -2.0611 -2.3703 0.008 -0.008 0.034 -1.0949
N -0.4150 3.6667 0.0918 -0.072 -0.021 0.072 0.5261
C -1.3102 -1.9135 -1.2533 0.004 -0.094 0.058 0.1424
H 0.4791 4.4985 3.0687 -0.027 0.003 -0.013 0.2731
C 3.6033 0.5488 -3.6497 0.003 0.029 0.013 -0.8065
H -4.1928 -3.6590 -1.0735 -0.004 -0.002 0.001 0.4778
C 2.0312 -0.8902 -2.3225 0.039 0.023 0.010 0.8089
H 4.8590 1.9243 -4.7149 -0.003 0.002 -0.001 0.4642
C -3.3500 -2.3931 3.0114 -0.096 -0.027 -0.013 -0.0073
H 0.6736 -1.0134 4.5461 0.027 0.049 0.011 0.5615
C -1.3291 3.7154 -2.1614 -0.039 0.016 -0.029 -0.3435
C 4.0931 1.8083 -3.9599 0.009 -0.005 -0.001 -0.6800
N 2.1206 1.4997 -2.0416 -0.091 0.029 -0.056 0.5576
C 2.5945 2.7079 -2.3480 0.016 0.022 -0.002 -0.5390
H -4.9767 -1.3996 -0.3617 -0.018 -0.002 0.005 0.4415
O 0.0921 -3.5328 4.4721 0.038 0.079 0.204 -0.7273
H 0.0306 2.9700 2.5033 -0.023 0.027 0.008 0.0176
N 0.7477 -0.8878 -1.9421 0.011 -0.025 -0.073 0.4449
C 1.3571 -0.9245 3.7113 0.068 -0.104 -0.028 -0.7157
N -1.3689 0.5914 -3.7881 0.011 0.032 0.014 -0.2112
H 3.8280 -2.0691 -2.6572 -0.001 0.010 -0.010 0.5087
H -1.1083 6.5654 -1.4226 -0.001 0.001 0.002 0.4841
C -0.8747 4.4289 -0.9666 0.032 0.029 -0.001 -0.6714
O 0.0243 -3.1130 2.0647 0.017 -0.182 0.007 -0.3422
H 3.7981 -0.8000 0.6834 0.027 -0.007 0.015 0.4774
C -1.7085 -0.5258 2.4250 0.017 0.037 -0.010 -0.1029
C -3.9478 -1.5721 -0.6377 0.021 -0.007 0.044 -0.8198
H -3.3270 0.4473 -0.2463 0.000 0.000 -0.015 0.4939
H 2.1614 3.5448 -1.8092 -0.004 0.003 -0.006 0.4484
O 4.5671 -5.3876 -2.1208 -0.121 -0.066 -0.005 -0.3958
H -0.7659 -0.0094 -3.2438 -0.010 -0.001 -0.013 -0.1771
```
Positions in Å, forces in eV/Å.

## Properties
- charge = +2
- orbital gap (alpha / beta) (eV) = 7.43 / 5.45
- ΔE to the lowest compared entry with this formula, charge and spin (kcal per mole) = 0.0
- E_tot (eV) = -100639.5145
- maximum force (eV Å⁻¹) = 0.90

***

Question: Among the records above, which one has the lowest E_tot?
Answer: C34H28F6MnN5O4S2

***

Question: Among the records above, which one has the lowest maximum force?
Answer: C34H28N10O6PbS3